1.
The following is a DFT calculation (ωB97M-V with the def2-TZVPD basis set) of a cluster of 6 separate species, C39H56F28IN2O12S in total in a non-equilibrium geometry.

```
139
Properties=species:S:1:pos:R:3:forces:R:3
I 1.75349 -3.65692 -4.64263 -1.5 0.6 1.6
S -5.92265 -1.01283 -1.19841 -2.1 2.2 -6.6
F -5.52174 -3.45087 1.40597 0.2 5.4 0.1
F 0.82138 8.53933 0.57837 -1.2 -0.6 0.0
F -9.24722 -4.21648 9.92986 0.4 0.9 -1.2
F 0.10272 6.89758 1.82204 -0.7 0.8 -0.7
F -4.35848 -0.41871 -0.89892 -2.7 -1.7 0.1
F 0.10815 6.69804 -0.34781 -0.7 0.9 0.8
F -10.49459 -3.36269 8.36040 1.3 0.1 0.2
F -9.36406 -2.05205 9.68804 0.5 -0.8 -0.8
F 4.79740 7.74037 1.20089 -0.5 -0.9 0.9
F -4.02596 -1.56444 3.58013 -0.3 0.8 -4.8
F 2.08571 -4.91587 -7.77145 0.8 1.0 -0.4
F -2.96089 -2.76006 0.16564 0.1 1.9 3.7
F 5.07398 5.58511 1.36356 -0.8 0.8 0.9
F -6.40743 -1.87438 2.89036 2.5 0.3 -4.3
F 3.64300 -3.82610 -6.70592 0.0 0.1 -1.5
F -7.80682 -1.78747 0.56644 4.9 1.9 0.5
F 1.90003 -2.76294 -7.47315 1.0 -0.5 -1.1
F 2.37570 -6.44493 1.38033 0.6 1.2 -0.8
F -5.45380 -2.63707 -1.36570 -0.7 3.5 1.1
F -7.55637 -1.42699 -1.66807 3.9 0.7 0.5
F 2.73557 -4.33460 1.78666 0.3 -0.7 -1.1
F -6.75958 0.28142 1.02556 1.7 -5.2 -0.8
F -3.99068 0.13997 1.94334 -0.6 -5.0 -0.1
F 1.65374 -4.92844 -0.01164 0.9 -1.0 0.4
F -5.59326 -0.81988 -2.87564 -0.4 -0.5 3.5
F 3.07605 6.40732 1.06499 0.7 0.3 0.9
F -6.47152 0.64817 -1.20845 1.5 -3.5 -0.5
F -2.65859 -3.35776 2.44256 -0.6 3.1 -3.0
O 4.04592 -6.45945 -0.78430 -1.0 1.8 1.5
O 4.92207 -4.50797 0.04779 -2.6 -1.5 0.4
O -2.31067 8.10651 -0.35179 2.3 -0.2 2.1
O -7.07365 -3.89341 8.19616 -2.7 1.4 0.0
O 0.26800 1.70717 -0.36875 -0.4 -2.6 0.7
O 2.67014 -3.70628 -10.15280 0.6 0.3 2.1
O 4.33851 5.82624 4.05344 -0.5 1.7 -2.4
O 4.38234 -0.25050 -2.99905 -1.4 2.2 0.9
O -1.85015 8.81078 1.78367 1.2 -1.0 -1.5
O -8.34005 -2.43573 6.95533 -0.2 -0.8 1.7
O 4.67879 -3.12104 -9.20883 -2.8 -0.9 0.9
O 3.45584 7.89109 3.57849 0.7 -1.7 -1.2
N 0.73935 4.11008 1.48166 1.0 -0.3 -0.6
N 0.37965 -1.37210 -0.32760 1.2 -0.7 -1.2
C 3.51406 -3.49483 -9.09232 1.9 0.8 -2.9
C 3.72371 0.93320 -3.58433 0.3 1.2 -1.1
C 4.10710 -1.33150 -0.75457 0.9 -0.2 1.1
C -0.14657 -3.37158 -2.03225 0.3 -1.0 -1.0
C -9.29417 -3.22564 8.99520 -2.2 -0.2 1.8
C -8.11040 -3.25475 8.03144 2.8 -0.3 -1.7
C 4.25061 6.60743 1.73027 0.7 0.2 -2.6
C 3.22124 -3.46036 -11.45586 0.4 0.0 -0.9
C 4.04732 6.70050 3.24056 -0.5 0.0 3.3
C 0.95853 -2.51005 -1.19711 1.0 -2.3 -1.5
C -7.27567 -3.56102 5.08121 0.0 -0.5 0.1
C -1.36704 -1.33840 1.71247 -0.4 -0.2 1.1
C -0.11272 -2.01880 0.92094 -1.3 -2.0 3.0
C -0.14200 7.57660 0.66368 2.5 -0.7 0.0
C -4.22714 8.42095 2.11448 0.0 -0.4 -0.1
C 4.08902 -4.62348 -11.90124 0.2 -0.2 0.3
C -1.54962 8.16552 0.61112 -3.2 1.3 -0.5
C -0.87305 0.93497 -0.85150 -1.2 0.9 -0.2
C 4.57083 0.02921 -1.53632 0.3 -0.7 -1.2
C -5.56521 -1.95458 1.62545 -2.0 -2.0 3.8
C 2.70847 -5.26137 0.78770 -1.5 -0.8 2.0
C 2.93832 -1.09078 0.40257 1.2 -1.2 0.6
C -6.44401 -1.12282 0.55782 -5.1 0.8 3.3
C 5.21580 -6.62610 -1.60023 0.9 -0.2 -0.5
C 3.17544 8.08209 4.97385 0.0 0.2 0.9
C -2.80315 -2.17593 1.50836 1.8 -1.6 0.9
C 4.43240 8.48140 5.72544 0.4 -0.1 -0.1
C -4.11587 -1.35437 2.08187 0.9 0.9 3.0
C 1.56877 -0.40400 -0.14259 1.6 1.9 -0.1
C -7.27826 -2.34708 5.99259 0.5 -0.1 -0.6
C 2.79475 -3.74966 -7.76996 -1.3 -0.6 1.7
C 1.06372 0.93946 0.64691 0.9 1.2 -0.6
C 6.37216 -7.16662 -0.77868 0.0 0.1 0.4
C 1.92646 3.56940 0.67776 1.6 0.7 0.8
C 2.29044 1.99382 1.05492 -0.6 0.2 1.0
C -0.60116 -0.64010 -1.19275 -1.7 1.9 -2.5
C 4.01864 -5.33990 0.00779 3.1 -0.1 -1.9
C -0.13748 -3.06857 -3.67715 -2.3 -0.9 1.1
C -3.13811 9.44303 1.84315 -0.9 0.3 0.1
H -1.20972 1.44118 -1.87984 0.8 -1.2 2.2
H 2.37543 -3.35250 -12.14247 -0.1 -0.1 0.4
H 5.06245 -1.70828 -0.14577 -2.2 0.7 -1.3
H 0.16075 -4.52250 -1.94928 -0.7 2.6 -0.1
H 5.47677 -5.68643 -2.10036 -0.2 0.0 0.3
H -1.24732 -3.30963 -1.64645 2.1 0.1 -0.6
H -1.65567 -1.14630 -1.31750 2.3 0.7 0.7
H -0.45067 -3.14614 0.71014 0.8 2.6 0.1
H 5.73789 0.25118 -1.42852 -2.7 -0.4 0.2
H 4.44897 1.86789 -3.47135 -1.6 -1.8 -0.2
H 3.92719 0.98120 -1.31784 1.3 -1.8 0.1
H -0.96136 -3.81408 -4.11393 1.9 1.7 0.8
H -4.00207 7.85116 3.02168 -0.1 0.2 0.0
H -0.13367 -0.62318 -2.29342 -0.8 -0.2 2.6
H 6.67070 -6.45920 0.00127 0.0 0.0 -0.2
H -7.07217 -4.47873 5.64184 0.1 0.2 0.0
H 2.71294 7.18572 5.40263 0.2 0.0 -0.2
H 0.11455 4.70481 0.89462 1.1 -0.7 0.9
H -1.14503 -1.48985 2.87878 -0.6 0.3 -2.6
H 0.47765 0.74823 1.64084 0.8 0.1 -2.0
H 1.85326 3.77600 -0.47163 -0.1 -0.6 2.3
H 2.43833 8.88866 5.04147 0.1 -0.2 -0.4
H 1.73287 -2.08895 -2.00249 -1.8 -0.6 1.9
H 5.18353 7.68592 5.69500 -0.2 0.0 0.1
H -0.50945 -1.99250 -3.94649 1.1 -2.0 0.4
H 3.52605 -5.56135 -11.85882 0.0 0.2 -0.1
H -5.19746 8.91128 2.23379 0.2 0.0 0.0
H -7.46298 -1.44588 5.39915 -0.3 -0.1 0.3
H 4.88869 9.36551 5.26886 -0.2 0.0 0.1
H 4.95638 -7.34632 -2.38283 -0.3 0.2 0.3
H 7.24005 -7.36376 -1.41436 -0.2 0.0 0.0
H 1.09200 4.63777 2.32436 -0.7 -0.6 -1.7
H 3.77208 -2.51297 -11.47138 0.0 -0.2 0.2
H 3.34113 1.65587 0.66767 -2.1 0.8 0.4
H 4.20470 8.69918 6.77277 0.0 0.0 -0.2
H -4.30572 7.69715 1.29726 0.0 0.2 0.0
H -1.79724 1.12619 -0.12037 1.9 -0.8 -1.4
H 3.84658 -2.22926 -1.48853 0.5 2.3 1.3
H -1.48912 -0.18345 1.59025 0.0 -2.4 -0.1
H -6.51519 -3.45860 4.30187 -0.2 -0.1 0.3
H -3.33356 10.01171 0.92684 0.2 -0.3 0.1
H 2.36659 1.97636 2.24659 -0.1 0.0 -2.6
H 3.50505 0.82901 -4.75004 0.7 -0.3 2.6
H -3.10004 10.16286 2.66708 0.4 -0.2 -0.1
H 6.08375 -8.09328 -0.27227 0.0 0.0 -0.2
H 0.75900 -2.14685 1.72874 -1.7 0.6 -2.2
H 2.86531 4.20038 1.05978 -1.8 -1.8 -1.1
H 1.53073 -3.30129 -0.50894 -1.5 2.9 -1.7
H 4.95732 -4.74545 -11.24620 -0.1 0.1 -0.1
H 3.49730 -0.48642 1.26728 -1.7 -1.0 -1.9
H 4.44808 -4.46987 -12.92284 -0.1 0.0 0.1
H -8.25482 -3.68901 4.60877 0.1 0.2 0.0
H 2.68704 1.20494 -3.09497 1.9 -0.7 -0.6
H 1.80046 -0.04188 -1.25815 -0.6 -0.7 2.5
H 2.76837 -2.17090 0.88396 0.2 2.5 -1.0
H -6.31218 -2.21184 6.49221 -0.3 -0.2 0.1
```
Forces are in eV/Å.

Computed properties:
strongest force on any atom	7.27	eV Å⁻¹
total energy	-163904.9347	eV
lowest unoccupied orbital energy	-4.68	eV
Kohn-Sham gap	6.500	eV
HOMO level	-11.18	eV
total charge	+1

These are the Löwdin partial charges, in e, on atoms 1 to 8: I 1.009; S 1.084; F 0.049; F 0.150; F 0.143; F 0.122; F -0.190; F 0.133

***

2.
The following is a DFT calculation (ωB97M-V with the def2-TZVPD basis set) of a structure of composition C39H56N11ReSi3 in a non-equilibrium geometry.

```
110
Properties=species:S:1:pos:R:3:forces:R:3
Re -0.02600 0.11743 0.08210 -3.4 -1.1 -0.7
Si -1.75320 -0.39420 3.17780 0.2 0.0 0.0
Si 0.49896 1.74450 3.22711 -0.1 -0.2 -0.1
Si 1.13618 -1.24724 2.87854 -0.2 0.2 -0.2
N -2.83944 -2.48618 -4.02184 0.2 0.2 0.1
N 0.75747 2.16247 -0.39173 0.1 -0.6 0.3
N -2.11373 -1.07275 0.09132 1.6 -0.8 -0.1
N -4.24998 -4.34052 -3.56479 0.0 0.0 0.0
N -1.88138 1.31071 0.09146 1.6 1.1 0.4
N -3.85820 2.52034 -0.21322 -0.1 0.2 -0.1
N -3.77193 0.28075 -0.68502 -0.6 -0.4 -0.3
N 0.31923 -1.99607 0.30688 0.2 0.3 -0.1
N -4.31463 -1.86410 -0.10737 0.2 -0.5 -0.1
N -0.06950 0.02325 -2.31739 0.1 -0.2 0.4
N 2.16894 -0.07461 -0.21312 -0.5 0.3 0.1
C 2.09305 2.30525 -0.45985 0.0 0.2 -0.3
C -0.12030 -0.19768 -5.08854 0.0 -0.1 0.0
C -3.86483 -1.82443 -4.57389 -0.2 -0.2 0.0
C 1.26951 -3.81424 1.51063 -0.1 -0.1 -0.1
C 1.06351 -0.36044 -4.39006 0.0 0.0 -0.1
C 4.25557 1.06481 -0.43343 0.1 0.0 0.1
C -3.14153 1.39346 -0.25661 0.5 0.6 0.0
C 2.84717 -1.23416 -0.32236 0.1 -0.2 0.0
C -3.65038 -0.49157 -5.17725 0.2 -0.1 0.0
C -5.32724 2.50419 -0.22704 0.0 0.0 0.0
C 0.52047 4.49367 -0.89604 0.1 0.0 0.0
C 1.89463 4.64989 -0.92307 0.0 0.0 0.0
C -3.29166 0.62435 2.74211 0.0 0.0 -0.2
C -0.77869 3.10725 2.95733 0.1 0.0 0.1
C 2.87478 1.07213 -0.33372 0.2 -0.1 0.0
C 0.20032 -2.80095 -0.78037 -0.3 0.0 0.1
C 0.86734 -2.48206 1.44384 0.1 0.1 0.2
C -2.55562 0.27068 -5.13445 -0.2 0.0 0.0
C 2.95546 -0.76827 2.87618 0.0 0.0 -0.1
C 2.16680 2.46087 2.71740 0.0 -0.1 0.1
C -5.27000 -3.68841 -4.12071 0.1 -0.1 0.1
C 0.87947 -2.23442 4.44458 -0.1 0.0 0.0
C 0.74852 1.50929 5.07201 -0.1 0.2 0.1
C 2.68213 3.53068 -0.72723 0.0 0.1 0.0
C -3.19705 3.82549 -0.26379 -0.1 0.1 0.0
C -1.74437 -0.26984 5.05264 0.1 0.1 0.1
C 4.94397 -0.13301 -0.50686 0.0 0.0 0.0
C 1.13472 -4.64546 0.41192 0.0 0.1 0.0
C -1.29411 0.04989 -4.38737 0.0 -0.1 -0.1
C 1.04814 -0.24127 -3.01772 0.0 0.1 0.0
C 0.00451 3.24209 -0.64050 0.1 0.0 -0.1
C 4.21081 -1.30707 -0.49179 0.1 0.1 0.0
C 0.59488 -4.11675 -0.76227 0.0 -0.1 0.1
C -1.21408 0.15562 -3.00292 0.1 0.0 -0.1
C -5.12596 -2.41528 -4.64824 0.1 0.1 -0.1
C -3.35226 -0.94113 -0.22733 -0.1 0.2 -0.2
C -0.05872 0.11822 2.32325 0.1 0.3 0.2
C -3.08338 -3.70876 -3.56614 -0.2 0.1 0.0
C -2.18937 -2.21669 2.84700 0.0 0.0 0.0
H 4.68722 -2.27278 -0.59118 0.0 0.0 0.0
H -5.71234 1.69041 0.38619 0.0 0.0 0.0
H 2.28884 -2.15114 -0.28018 0.3 0.2 -0.1
H -2.23974 -4.25224 -3.14621 -0.1 0.0 0.0
H -3.90026 0.12672 1.98091 0.0 0.1 0.1
H -3.94738 4.59004 -0.43208 -0.1 0.0 0.0
H 1.30392 0.59918 5.32021 0.0 0.1 0.0
H -0.14516 5.32695 -1.07614 0.0 0.0 0.0
H 2.19531 3.49751 3.07042 0.0 -0.1 0.0
H -3.09679 1.64828 2.42124 0.0 -0.1 0.1
H 3.75500 3.63025 -0.77515 0.0 0.0 0.0
H -1.94407 0.75110 5.38714 -0.1 -0.1 0.0
H -1.62118 2.12946 0.62780 -0.2 -0.1 0.2
H -1.95127 -1.98051 0.49347 0.1 -0.3 0.1
H 1.69062 -4.19177 2.43507 0.0 0.0 0.0
H -2.10363 0.36329 -2.42715 0.0 0.0 0.0
H -0.39892 4.02248 3.42281 0.0 0.0 -0.1
H 3.20247 0.05780 2.20749 0.0 -0.1 0.1
H -5.95695 -1.90758 -5.12195 0.0 0.0 0.0
H -0.84330 -0.61887 5.55465 -0.2 0.1 0.0
H 1.99312 -0.57171 -4.90231 0.0 0.0 0.0
H 2.37206 2.47894 1.65531 0.1 0.1 0.2
H 0.48368 -4.72175 -1.65227 0.0 0.0 0.0
H -4.70049 0.36037 -1.06347 -0.1 0.1 0.0
H 1.44672 -5.68216 0.45550 0.0 0.0 0.0
H -4.08466 -2.82335 0.10102 0.0 0.0 0.0
H -0.06820 -2.77651 4.47779 0.1 0.0 0.0
H -2.53954 1.15050 -5.77152 -0.1 0.0 0.1
H -0.14249 -0.29007 -6.16832 0.0 0.0 0.0
H -1.05748 3.09433 -0.65857 0.5 0.0 -0.1
H -1.43506 -2.77553 2.29062 0.0 -0.1 0.1
H -5.26234 -1.69270 -0.39896 0.0 0.1 0.0
H 4.80546 1.99273 -0.45482 0.0 0.0 -0.1
H -1.73193 2.87806 3.43910 0.1 0.0 -0.1
H 1.96934 -0.34187 -2.46426 -0.1 0.0 -0.1
H -2.67654 4.07135 0.66667 0.0 0.0 0.0
H -3.13782 -2.29324 2.31067 -0.1 0.0 0.1
H -0.95848 3.33819 1.89894 0.1 0.1 0.2
H 3.58020 -1.62676 2.60812 -0.1 0.0 0.1
H 6.02320 -0.14512 -0.59226 0.0 0.0 0.0
H -2.32968 -2.72656 3.80355 0.0 0.0 -0.1
H -6.22115 -4.21006 -4.14579 0.0 0.1 0.0
H 1.68962 -2.96382 4.54853 0.0 0.0 -0.1
H -4.46985 -0.14983 -5.80038 0.0 0.0 0.0
H -5.68543 3.42870 0.21423 0.0 0.0 0.0
H -5.73200 2.44513 -1.24153 0.0 0.0 0.0
H 1.34226 2.35487 5.43440 0.0 -0.1 -0.1
H 2.98839 1.93917 3.21467 -0.1 0.1 0.0
H -2.50493 3.86611 -1.10594 -0.3 0.1 0.0
H -0.23683 -2.36810 -1.66912 0.0 0.1 0.0
H 2.34673 5.61430 -1.11763 0.0 0.0 0.0
H -3.90139 0.68128 3.64791 0.0 0.0 0.0
H 0.92969 -1.59415 5.32836 0.1 -0.1 -0.1
H -2.57451 -0.88771 5.41132 0.0 0.0 -0.1
H -0.17701 1.50423 5.64381 0.2 0.0 0.0
H 3.24636 -0.46803 3.88767 0.0 0.0 -0.1
```
Forces are in eV/Å.

Computed properties:
⟨S²⟩	0.76
energy relative to the best compared isomer or geometry (same formula, charge and spin)	26.6	kcal per mole
2S+1	2
strongest force on any atom	3.63	eV Å⁻¹
total energy	-83486.4052	eV
lowest unoccupied orbital energy (alpha / beta)	-8.65 / -9.17	eV
Kohn-Sham gap (alpha / beta)	7.175 / 6.448	eV
HOMO level (alpha / beta)	-15.83 / -15.61	eV
total charge	+3

These are the Löwdin partial charges, in e, on atoms 1 to 8: Re 1.585; Si 0.460; Si 0.420; Si 0.468; N 0.131; N 0.008; N 0.087; N 0.092